Run a
DFT (the ωB97M-V functional and the def2-TZVPD basis) results for the molecule C4H9NO3.

## Properties
spin multiplicity = 1
SMILES string = C/C=C(\O)[C@@H](O)NO
total charge = 0
highest occupied orbital energy = -0.2938 Ha
frontier orbital gap = 0.3186 Ha
lowest unoccupied orbital energy = 0.68 eV

Atoms and positions in Å:
C: 0.2740 -1.1393 -0.7144
C: -1.3957 1.4005 1.6323
N: 1.6493 -0.1909 -0.7509
C: -0.7490 -0.2470 -0.1372
C: -0.5081 0.3531 1.0460
O: 2.6253 -0.1284 0.2751
O: -0.0808 -1.5593 -1.9930
O: -1.6976 0.2368 -0.9988
H: 3.4850 -0.2661 -0.1493
H: 0.6919 -1.9493 -2.4144
H: -1.5805 -0.2178 -1.8451
H: 1.3482 0.7568 -0.9794
H: 0.5935 -1.9422 -0.0455
H: 0.2058 -0.1107 1.7083
H: -2.0304 1.8356 0.8645
H: -2.0322 0.9779 2.4128
H: -0.7990 2.1904 2.0891

***

Run b
DFT (the ωB97M-V functional and the def2-TZVPD basis) results for a cluster of 2 separate species, C4H9NO3 in total.

## Properties
spin multiplicity = 1
SMILES string = CN(C=O)CC=O.O
total charge = 0
highest occupied orbital energy = -0.3552 Ha
frontier orbital gap = 0.3766 Ha
lowest unoccupied orbital energy = 0.58 eV

Atoms and positions in Å:
C: -1.1131 0.4107 -1.9478
N: -0.3404 0.3021 -0.8192
C: 0.3071 1.4649 -0.2769
C: 0.0294 -1.0450 -0.4313
C: -0.8454 -1.7162 0.5753
O: -0.4499 -2.0973 1.6603
O: -1.4924 -0.5610 -2.5867
H: -1.2309 1.3866 -2.3918
H: 0.9420 1.2749 0.6041
H: 0.8681 1.8560 -1.1384
H: -0.2655 2.3018 0.1670
H: 1.0975 -0.8492 -0.0431
H: -0.0319 -1.7107 -1.3094
H: -1.8807 -1.9607 0.3750
H: 1.9321 0.7784 2.1010
H: 1.1557 -0.3889 2.6552
O: 1.3186 0.5534 2.8066

***

Run c
DFT (the ωB97M-V functional and the def2-TZVPD basis) results for the molecule C4H9NO3.

## Properties
spin multiplicity = 1
SMILES string = CN1O[C@@]1(C)C(O)O
total charge = 0
highest occupied orbital energy = -0.3495 Ha
frontier orbital gap = 0.3792 Ha
lowest unoccupied orbital energy = 0.81 eV

Atoms and positions in Å:
C: -1.3566 0.8443 -0.1134
C: 2.3673 0.2252 0.0959
C: -0.0985 -1.3748 -0.2763
N: 1.0809 0.8339 0.3455
C: -0.0889 0.0512 0.2195
O: -2.4362 0.3713 0.6476
O: -1.6666 0.6828 -1.4548
O: 0.3989 0.3149 1.4957
H: -2.1684 0.3128 1.5728
H: -2.6306 0.6966 -1.5275
H: -1.1623 1.9111 0.1165
H: 2.4355 -0.8159 0.4230
H: 2.5482 0.2910 -0.9748
H: 3.1119 0.8159 0.6254
H: 0.4021 -2.0267 0.4345
H: -1.1288 -1.6994 -0.3865
H: 0.3919 -1.4344 -1.2433

***

Least stable of them? run a.

***

Run a
DFT (the ωB97M-V functional and the def2-TZVPD basis) results for the molecule C2H3NOS3.

## Properties
spin multiplicity = 1
SMILES string = SC1=C(S)SON1
total charge = 0
highest occupied orbital energy = -0.2781 Ha
frontier orbital gap = 0.2757 Ha
lowest unoccupied orbital energy = -0.07 eV

Atoms and positions in Å:
C: -0.1443 0.0349 -0.0857
C: 1.0148 -0.6544 -0.0020
N: -0.0614 1.4500 -0.0265
O: 1.3287 1.7841 -0.1134
S: 2.3908 0.4261 0.0547
S: -1.8575 -0.5728 0.0807
S: 1.0500 -2.4361 -0.0841
H: -0.5562 1.9217 -0.7883
H: -1.6318 -0.4133 1.3891
H: 2.3614 -2.5842 0.2289

***

Run b
DFT (the ωB97M-V functional and the def2-TZVPD basis) results for a cluster of 2 separate species, C2H3NOS3 in total.

## Properties
spin multiplicity = 1
total charge = 0
highest occupied orbital energy (alpha / beta) = -0.3103 / -0.3277 Ha
frontier orbital gap (alpha / beta) = 0.2324 / 0.2538 Ha
lowest unoccupied orbital energy (alpha / beta) = -2.12 / -2.01 eV

Atoms and positions in Å:
C: -0.5206 -0.9382 0.8890
C: 0.6361 -0.2907 0.3917
N: 0.7878 -0.3637 -0.9923
O: -0.4046 -0.7334 -1.6666
S: -0.9295 -1.2908 2.3793
S: -1.5622 -1.3007 -0.5973
S: -0.1367 2.2054 0.7727
H: 1.4398 -0.0687 0.9000
H: 1.0880 0.3856 -1.5312
H: -0.3981 2.3953 -0.5452

***

Least stable of them? run b.

***

Run a
DFT (the ωB97M-V functional and the def2-TZVPD basis) results for the molecule C3HF2N.

## Properties
spin multiplicity = 1
SMILES string = N#C/C(F)=C\F
total charge = 0
highest occupied orbital energy = -0.3887 Ha
frontier orbital gap = 0.3944 Ha
lowest unoccupied orbital energy = 0.15 eV

Atoms and positions in Å:
C: 1.2093 0.0621 0.0980
C: -0.0385 0.4988 -0.0545
C: -1.1501 -0.3954 -0.0187
H: 2.0037 0.7898 -0.0198
N: -2.0342 -1.1310 0.0254
F: 1.5890 -1.1680 -0.0319
F: -0.2432 1.8496 -0.0022

***

Run b
DFT (the ωB97M-V functional and the def2-TZVPD basis) results for the molecule C3HF2N.

## Properties
spin multiplicity = 1
SMILES string = N#CC=C(F)F
total charge = 0
highest occupied orbital energy = -0.3844 Ha
frontier orbital gap = 0.4046 Ha
lowest unoccupied orbital energy = 0.55 eV

Atoms and positions in Å:
C: -0.1606 -1.0002 0.1626
C: -0.1344 0.3262 0.3648
C: 0.3493 1.2440 -0.6528
H: -0.5635 0.7993 1.2901
N: 0.8879 2.0293 -1.3294
F: 0.2167 -1.5795 -0.9290
F: -0.5954 -1.8192 1.0936

***

Least stable of them? run a.

***

Run a
DFT (the ωB97M-V functional and the def2-TZVPD basis) results for a structure of composition C12H17NO2.

## Properties
spin multiplicity = 1
total charge = 0
highest occupied orbital energy = -0.3002 Ha
frontier orbital gap = 0.3276 Ha
lowest unoccupied orbital energy = 0.75 eV

Atoms and positions in Å:
C: 0.9202 3.4738 0.3188
C: 0.2025 1.1881 -0.4785
C: -1.1993 1.4011 -0.2141
C: -2.0721 0.3851 -0.1953
C: -3.2572 0.4483 0.8633
C: -3.7529 -1.0159 0.4470
C: -1.6938 -0.9318 -0.3908
C: -0.3679 -1.1173 -0.6652
C: 0.6026 -0.0788 -0.7016
C: 1.8879 -0.5046 -1.0051
C: 2.9419 -1.1487 -0.0339
C: 3.3421 -0.2742 1.2570
H: 0.4885 3.4493 1.3439
H: 1.8600 4.2385 0.2849
H: 0.1500 4.0894 -0.2946
H: -1.4449 2.3708 -0.0072
H: -4.0657 1.1573 0.6919
H: -3.0792 0.5020 1.9478
H: -4.5372 -0.6114 -0.3566
H: -4.3401 -1.6594 1.0908
H: -0.1651 -2.1057 -0.7902
H: 2.5465 0.3551 -1.4956
H: 2.0802 -1.1977 -1.6974
H: 3.8945 -1.2517 -0.8698
H: 2.8872 0.9172 0.9320
H: 4.6829 -0.2266 1.6426
H: 2.6124 -1.2770 2.0707
H: 3.4436 -2.9069 1.0028
H: 2.5761 -3.3557 -0.2651
N: 2.4592 -2.5506 0.5063
O: 1.1615 2.3361 -0.3551
O: -2.6774 -1.7840 -0.1427

***

Run b
DFT (the ωB97M-V functional and the def2-TZVPD basis) results for a structure of composition C12H17NO2.

## Properties
spin multiplicity = 1
total charge = 0
highest occupied orbital energy = -0.3179 Ha
frontier orbital gap = 0.3147 Ha
lowest unoccupied orbital energy = -0.09 eV

Atoms and positions in Å:
C: 3.3673 -1.3973 1.1597
C: 1.7100 -0.8468 -0.1848
C: 0.4436 -1.4765 -0.0928
C: -0.6805 -0.6970 -0.2292
C: -1.9109 -1.5368 -0.6191
C: -3.0624 -0.6834 -0.8311
C: -3.2777 0.5177 0.0995
C: -2.0381 1.3855 -0.3031
C: -0.6549 0.5648 -0.1008
C: 0.4225 1.2990 0.2420
C: 1.6745 0.5581 -0.1296
C: 3.6627 1.6428 -0.8012
H: 3.9822 -0.3061 1.0796
H: 2.6181 -1.4452 1.9830
H: 3.9023 -2.5145 0.9994
H: 0.5266 -2.4481 -0.1932
H: -2.1169 -2.1398 0.2315
H: -1.7904 -2.1278 -1.7365
H: -3.7040 -1.6155 -0.5192
H: -3.0722 -0.4288 -1.8526
H: -4.3228 0.7914 -0.2492
H: -2.1287 0.7568 2.0597
H: -4.4034 1.0470 1.7711
H: -2.0391 2.1544 0.4139
H: -2.0041 1.5151 -1.3889
H: 0.2635 2.3180 0.7907
H: 3.3662 0.5742 -1.7295
H: 3.6565 3.0432 -1.3256
H: 5.2731 1.0874 0.0271
N: -3.3721 0.3708 1.3971
O: 2.9399 -1.4044 -0.1957
O: 2.7687 1.4421 0.2278

***

Least stable of them? run b.

***

Run a
DFT (the ωB97M-V functional and the def2-TZVPD basis) results for the molecule H2NO4P.

## Properties
spin multiplicity = 1
total charge = 0
highest occupied orbital energy (alpha / beta) = -0.3678 / -0.3678 Ha
frontier orbital gap (alpha / beta) = 0.3188 / 0.3188 Ha
lowest unoccupied orbital energy (alpha / beta) = -1.33 / -1.33 eV

Atoms and positions in Å:
N: 1.2858 -0.0441 0.2061
O: 1.3613 1.4609 -0.1117
O: 2.1689 -0.7328 0.5820
O: -1.1179 0.8624 -0.2547
O: -1.0092 -1.4865 -0.0583
P: -0.2186 -0.3316 -0.7499
H: -0.7047 1.6416 -0.0961
H: -1.7657 -1.3700 0.4826

***

Run b
DFT (the ωB97M-V functional and the def2-TZVPD basis) results for the molecule H2NO4P.

## Properties
spin multiplicity = 1
SMILES string = O=PON(O)O
total charge = 0
highest occupied orbital energy = -0.3478 Ha
frontier orbital gap = 0.3371 Ha
lowest unoccupied orbital energy = -0.29 eV

Atoms and positions in Å:
N: -0.7701 0.0998 0.4443
O: -0.7784 -1.2880 0.3405
O: 0.5782 0.5920 0.4405
O: 2.9377 0.2043 0.5322
O: -1.5423 0.6052 -0.5160
P: 1.8384 -0.3058 -0.1920
H: -0.8902 -1.4311 -0.6046
H: -1.3734 1.5235 -0.4448

***

Least stable of them? run b.

***

Run a
DFT (the ωB97M-V functional and the def2-TZVPD basis) results for the molecule C6H10.

## Properties
spin multiplicity = 1
SMILES string = C=CC(C)C=C
total charge = 0
highest occupied orbital energy = -0.3467 Ha
frontier orbital gap = 0.3898 Ha
lowest unoccupied orbital energy = 1.17 eV

Atoms and positions in Å:
C: 0.5275 1.5246 -0.0499
C: -0.1407 0.2063 -0.4924
C: 0.9161 -0.8853 -0.4893
C: 2.0952 -0.8757 0.2354
C: -1.2720 -0.2078 0.3852
C: -2.5092 -0.5055 -0.0136
H: 0.8705 1.4005 1.0040
H: 1.4251 1.7336 -0.6204
H: -0.0959 2.5039 0.0722
H: -0.3804 0.2996 -1.4894
H: 0.5858 -1.8547 -0.8518
H: 2.7101 -1.6967 0.3867
H: 2.4252 0.0166 0.8155
H: -1.0333 -0.3415 1.4543
H: -2.8592 -0.4083 -1.0103
H: -3.2649 -0.9096 0.6637

***

Run b
DFT (the ωB97M-V functional and the def2-TZVPD basis) results for a structure of composition C6H10.

## Properties
spin multiplicity = 1
total charge = 0
highest occupied orbital energy = -0.2046 Ha
frontier orbital gap = 0.1659 Ha
lowest unoccupied orbital energy = -1.05 eV

Atoms and positions in Å:
C: -0.2733 0.7233 2.1495
C: -0.3962 0.6423 0.7308
C: -0.1405 -0.5645 -0.0255
C: -0.5817 -1.7465 0.6241
C: 0.8045 0.7760 -2.1228
C: 0.3751 -0.4433 -1.3077
H: -1.2095 0.1088 1.6812
H: -0.5011 1.6362 2.6745
H: 0.4826 0.0463 2.5197
H: 0.1994 1.6292 -1.8109
H: -0.2979 1.5226 0.0823
H: -1.0042 -1.7796 1.6173
H: -0.5665 -2.6506 0.0319
H: 1.8708 0.9778 -2.0387
H: 0.4723 0.5037 -3.1169
H: 0.7663 -1.3818 -1.6887

***

Least stable of them? run b.